(1)
Formula: C5H16InNO5PS
Source: the Open Molecules 2025 dataset
Level of theory: wB97M-V/def2-TZVPD

Geometry as XYZ:
```
30
C5H16InNO5PS, DFT wB97M-V/def2-TZVPD
In -0.41 0.90 1.94
S -4.10 2.88 2.27
P 1.77 2.13 2.37
O 2.11 3.05 1.05
O 0.51 1.62 -1.76
O 2.93 1.25 2.64
O 1.66 3.25 3.55
O 0.28 -2.92 1.06
N -1.95 1.51 3.42
C -0.30 -5.14 0.21
C -0.62 1.30 -3.89
C 0.07 2.27 -2.95
C 0.27 -3.76 -0.09
C -2.86 2.09 2.94
H -0.97 1.81 -4.79
H 0.05 0.50 -4.19
H 0.74 3.29 3.84
H -0.61 3.06 -2.64
H -1.32 -5.04 0.60
H -0.27 -0.80 1.86
H 1.29 -3.86 -0.48
H -1.03 1.51 0.41
H -1.48 0.84 -3.39
H 0.82 -3.35 1.73
H 0.29 -5.64 0.98
H -0.33 -3.25 -0.84
H 1.12 0.93 -2.01
H 1.75 2.58 0.29
H -0.32 -5.76 -0.68
H 0.93 2.74 -3.45
```

Computed properties:
Max |F| = 0.85 eV Å⁻¹
Calculated total energy = -1560.8446 Eh
Total charge = -1

(2)
Formula: C6H40NO18S
Source: the Open Molecules 2025 dataset
Level of theory: wB97M-V/def2-TZVPD

Geometry as XYZ:
```
66
C6H40NO18S, DFT wB97M-V/def2-TZVPD
S 0.97 -0.85 0.68
O -0.60 2.07 1.73
O 1.18 -1.83 1.72
O -5.51 -0.32 -1.25
O 1.87 0.31 0.93
O -0.27 -3.54 2.82
O 1.23 -1.33 -0.70
O 4.27 0.03 2.00
O 4.60 1.39 -1.40
O 0.57 2.70 -2.84
O -0.40 -0.35 0.71
O 1.67 -3.86 -0.90
O -0.82 -1.61 -2.28
O 2.97 2.60 0.36
O 3.16 -3.50 2.01
O 1.74 -1.04 4.17
O -2.78 -0.40 2.53
O 1.67 1.55 3.35
O 2.70 -0.64 -2.56
N -2.09 0.78 -1.06
C -4.26 -0.39 -0.69
C -3.47 0.90 -0.91
C 1.10 2.08 -3.99
C -6.49 0.05 -0.42
C 0.13 1.91 -1.84
C -1.35 1.92 -1.71
H 5.47 1.55 -1.15
H -0.51 -1.98 -3.10
H -1.17 -3.31 2.65
H -6.41 0.88 0.27
H -3.73 -1.26 -1.08
H 0.89 -4.26 -0.84
H 1.83 0.86 2.55
H -4.16 -0.66 0.49
H 1.61 -1.30 3.09
H 1.52 -2.91 -1.06
H 2.35 -0.96 -1.77
H 0.45 0.78 -1.93
H -1.96 1.96 -2.62
H 2.13 1.77 -3.94
H 2.49 -2.86 2.09
H -3.88 1.31 -1.83
H 3.77 2.52 1.02
H -3.76 1.26 0.11
H 0.97 -1.18 4.79
H 1.23 2.98 -4.74
H -1.63 2.76 -1.05
H -0.56 1.00 1.59
H 0.52 2.17 -0.79
H 4.86 0.74 2.02
H 1.66 0.93 4.07
H -7.42 0.19 -0.96
H 0.36 1.46 -4.36
H -6.88 -0.50 0.13
H -1.55 0.37 -0.19
H 0.06 -2.76 2.34
H 3.58 0.05 1.37
H 2.81 0.20 -2.28
H -1.98 -0.34 1.92
H -1.71 0.04 -1.94
H 2.41 1.92 0.71
H -2.92 -1.27 2.34
H 3.57 -3.03 1.31
H 3.95 1.78 -0.64
H -0.05 1.95 2.61
H -0.03 -1.48 -1.69
```

Computed properties:
Max |F| = 14.61 eV Å⁻¹
ΔE to the lowest compared entry with this formula, charge and spin = 1.5447 eV
Calculated total energy = -2059.7080 Eh
Total charge = -1

(3)
Formula: C5H29NO12
Source: the Open Molecules 2025 dataset
Level of theory: wB97M-V/def2-TZVPD

Geometry as XYZ:
```
47
C5H29NO12, DFT wB97M-V/def2-TZVPD
O 1.31 -2.99 -1.39
O 1.15 2.12 2.94
O 1.15 -0.61 -3.13
O 3.95 -2.36 -1.39
O -3.46 -3.17 0.19
O -2.92 -1.28 4.21
O 2.98 2.42 1.14
O -1.22 -2.02 -0.69
O -0.06 5.01 1.80
O -0.99 0.07 3.79
O -1.30 -2.69 -2.79
O 4.38 0.08 0.00
N -0.39 1.31 -1.54
C 0.20 2.43 -1.47
C -2.67 0.30 -0.94
C -1.68 -1.89 -1.99
C -1.29 0.94 -0.50
C -2.65 -0.70 -2.10
H 1.11 1.93 3.89
H -1.78 0.55 4.03
H -3.38 1.04 -1.30
H -0.83 0.18 0.09
H 0.75 2.67 -2.39
H -3.63 -1.14 -2.30
H 0.57 0.08 -2.76
H 0.06 3.40 -0.95
H -3.14 -0.17 -0.06
H 0.84 5.31 1.97
H -2.45 -1.74 3.51
H -2.38 -0.15 -3.01
H 2.06 2.06 2.58
H 3.96 -2.06 -2.30
H 2.24 2.14 0.59
H 5.27 0.41 0.14
H -1.55 1.70 0.30
H 3.67 1.80 0.90
H 3.16 -2.92 -1.29
H -0.29 0.71 3.59
H -2.32 -1.40 4.95
H 1.36 -0.29 -4.02
H 4.49 -0.83 -0.30
H -0.44 -2.61 -0.72
H 1.17 -2.23 -1.98
H 0.98 -3.70 -1.95
H -2.52 -2.94 -0.04
H -3.58 -2.84 1.08
H 0.12 4.07 1.59
```

Computed properties:
Max |F| = 3.10 eV Å⁻¹
ΔE to the lowest compared entry with this formula, charge and spin = 2.8493 eV
Calculated total energy = -1165.5243 Eh

(4)
Formula: C5H10N4O3
Source: the Open Molecules 2025 dataset
Level of theory: wB97M-V/def2-TZVPD

Geometry as XYZ:
```
22
C5H10N4O3, DFT wB97M-V/def2-TZVPD
O 2.76 -0.61 -3.12
O 2.21 1.33 -2.34
O 4.05 0.38 -1.71
N 0.29 1.23 0.21
N 3.02 0.37 -2.40
N -1.98 0.74 -0.45
N -1.27 0.14 1.60
C -0.90 0.76 0.47
C 1.45 0.60 0.76
C 1.68 -0.69 0.48
C -1.86 -1.11 1.09
C -2.68 -0.55 -0.11
H -2.37 -1.74 1.82
H -3.71 -0.36 0.19
H -2.60 1.50 -0.17
H 1.54 -1.07 -0.53
H -1.04 -1.68 0.64
H -0.62 0.09 2.37
H 2.16 1.21 1.30
H -2.56 -1.24 -0.94
H 2.06 -1.35 1.25
H 0.38 2.04 -0.40
```

Computed properties:
Max |F| = 1.41 eV Å⁻¹
ΔE to the lowest compared entry with this formula, charge and spin = 5.2415 eV
Calculated total energy = -641.0043 Eh

(5)
Formula: C4H6O
Source: the Open Molecules 2025 dataset
Level of theory: wB97M-V/def2-TZVPD

Geometry as XYZ:
```
11
C4H6O, DFT wB97M-V/def2-TZVPD
O -0.96 -0.44 0.31
C -0.29 -1.50 -0.33
C 0.07 1.52 -0.01
C -0.97 0.79 -0.34
C 1.16 1.43 0.71
H 0.11 -2.15 0.46
H 1.11 1.55 1.79
H -1.01 -2.05 -0.93
H 2.06 1.03 0.26
H 0.55 -1.18 -0.96
H -1.82 1.00 -0.97
```

Computed properties:
Max |F| = 0.82 eV Å⁻¹
ΔE to the lowest compared entry with this formula, charge and spin = 2.6720 eV
Calculated total energy = -231.1255 Eh

(6)
Formula: C5H6N2O2
Source: the Open Molecules 2025 dataset
Level of theory: wB97M-V/def2-TZVPD

Geometry as XYZ:
```
15
C5H6N2O2, DFT wB97M-V/def2-TZVPD
O 0.71 2.41 -1.04
O -2.93 -1.39 -0.57
N 0.88 -0.97 -0.76
N -0.93 1.35 0.31
C -1.75 0.35 0.73
C -2.28 -0.63 0.05
C 0.40 0.10 -1.30
C 1.52 -1.13 0.57
C 0.06 1.21 -0.54
H 2.34 -1.94 0.59
H 1.01 -1.71 -1.35
H -2.09 0.53 1.73
H 0.74 -1.21 1.46
H 2.05 -0.15 0.75
H 0.27 3.17 -0.63
```

Computed properties:
Max |F| = 4.23 eV Å⁻¹
ΔE to the lowest compared entry with this formula, charge and spin = 4.5743 eV
Calculated total energy = -453.9661 Eh

(7)
Formula: C38H41GeNO2PtS2Sb2
Source: the Open Molecules 2025 dataset
Level of theory: wB97M-V/def2-TZVPD

Geometry as XYZ:
```
88
C38H41GeNO2PtS2Sb2, DFT wB97M-V/def2-TZVPD
Pt 0.09 0.76 0.54
Sb -0.40 -0.07 -1.88
Sb 0.28 3.30 -0.02
Ge -0.55 -0.26 3.68
S 2.00 -0.43 -0.04
S -0.02 -3.63 1.56
O -0.92 -4.37 0.73
O -0.36 -3.45 2.95
N 0.24 -2.09 0.92
C 1.29 -4.52 -2.90
C 0.30 -1.98 -2.38
C -1.28 0.17 5.44
C 1.35 -0.56 4.00
C -3.76 4.82 -0.55
C -0.39 -3.10 -1.93
C -2.64 2.72 0.91
C 3.16 2.57 -0.40
C 4.49 2.29 -0.09
C -2.17 -0.66 2.64
C 1.98 -3.40 -3.35
C 0.45 1.30 -3.27
C 0.46 3.62 -2.14
C 2.79 3.29 1.88
C 1.65 -4.16 1.36
C -4.58 3.97 0.19
C 2.33 3.03 0.60
C -3.32 0.89 -2.07
C -5.05 -0.17 -3.36
C -2.39 4.64 -0.55
C -1.84 3.56 0.15
C -2.43 -0.11 -2.44
C -2.84 -1.14 -3.28
C 4.11 3.00 2.18
C 0.11 -4.37 -2.19
C 2.36 -3.12 0.77
C 1.49 -2.13 -3.09
C 1.47 -1.96 0.57
C -4.63 0.86 -2.53
C -4.02 2.92 0.90
C 2.24 -5.34 1.74
C 4.96 2.50 1.20
C 3.71 -3.26 0.51
C -4.15 -1.17 -3.74
C 4.33 -4.45 0.88
C -0.19 2.68 -3.15
C -0.04 1.49 2.44
C 3.61 -5.47 1.48
H -2.16 -1.92 -3.59
H 1.68 -6.14 2.20
H 1.74 0.38 4.38
H 1.52 3.75 -2.35
H 2.90 -3.51 -3.91
H 2.04 -1.26 -3.44
H -3.01 1.71 -1.42
H 4.49 3.19 3.18
H 1.47 -1.33 4.76
H 1.53 1.34 -3.12
H -1.55 -0.79 5.89
H -6.07 -0.20 -3.71
H 4.28 -2.46 0.05
H 5.39 -4.58 0.70
H -2.24 1.89 1.46
H -2.02 -0.84 1.57
H -4.20 5.64 -1.10
H -4.48 -1.97 -4.39
H -1.27 2.59 -2.95
H -0.55 0.65 6.08
H 0.01 4.61 -2.26
H 5.15 1.92 -0.86
H 0.90 1.94 2.77
H 1.68 -5.50 -3.11
H -0.43 -5.24 -1.84
H 2.14 3.71 2.64
H 5.99 2.29 1.44
H -4.65 2.24 1.46
H -5.65 4.12 0.21
H -0.85 2.12 2.82
H -0.12 3.18 -4.12
H 0.27 0.87 -4.26
H -1.31 -3.01 -1.37
H -2.81 0.22 2.77
H 4.11 -6.38 1.76
H -5.32 1.64 -2.24
H -2.68 -1.52 3.06
H -1.77 5.32 -1.12
H 1.93 -0.84 3.11
H -2.17 0.78 5.38
H 2.81 2.39 -1.41
```

Computed properties:
Max |F| = 2.57 eV Å⁻¹
ΔE to the lowest compared entry with this formula, charge and spin = 2.6349 eV
Calculated total energy = -5150.2623 Eh
Total charge = +2

(8)
Formula: C31H39AuBF5N3O6PSe
Source: the Open Molecules 2025 dataset
Level of theory: wB97M-V/def2-TZVPD

Geometry as XYZ:
```
88
C31H39AuBF5N3O6PSe, DFT wB97M-V/def2-TZVPD
Au -0.81 0.51 1.26
Se -0.61 2.88 1.03
P 2.76 -0.28 0.62
F -3.21 1.43 2.49
F -0.87 3.46 5.23
F -3.59 5.67 4.49
F -1.27 5.70 2.49
F -4.56 2.87 4.62
O -3.56 -5.10 3.00
O -1.18 -1.47 1.48
O -0.75 0.66 3.44
O 1.79 0.37 1.51
O -1.20 1.41 -1.59
O -0.40 -0.70 -1.49
N 2.81 -1.97 0.59
N 4.34 0.13 1.02
N 2.45 0.11 -1.00
C -0.86 0.94 -5.24
C -1.19 1.62 -4.07
C -0.99 0.97 -2.87
C -2.81 2.62 2.96
C -1.81 2.89 -6.56
C -0.46 -0.02 5.64
C -0.32 -0.35 -5.15
C -0.94 -0.27 4.24
C -1.64 4.60 3.19
C -0.48 -0.33 -2.80
C -0.12 -1.00 -3.95
C -2.83 4.59 4.21
C -1.40 4.55 4.65
C -1.03 1.58 -6.61
C -1.72 3.33 2.44
C -2.36 -3.22 2.33
C 1.54 -2.59 0.26
C -4.15 -5.89 4.01
C 3.00 -0.64 -2.10
C -1.69 -2.00 2.55
C -3.48 3.30 3.96
C 4.62 1.30 1.81
C 3.43 -2.61 1.74
C -1.79 0.62 -7.55
C 0.37 1.86 -7.19
C -2.72 -3.54 4.68
C -2.06 -2.36 4.92
C -2.89 -3.98 3.36
C 5.43 -0.36 0.21
C 2.31 1.52 -1.26
C -1.55 -1.53 3.90
B -0.84 0.37 -0.76
H 0.28 2.31 -8.18
H 3.94 -0.21 -2.46
H 3.70 1.62 2.29
H 2.78 -2.59 2.62
H -0.22 1.04 5.74
H -1.99 1.12 -8.49
H -2.74 0.33 -7.10
H 6.26 -0.64 0.86
H -1.58 2.62 -4.08
H 2.29 -0.64 -2.93
H 3.27 2.00 -1.52
H -4.86 -5.32 4.61
H 3.63 -3.65 1.48
H -2.47 -3.56 1.32
H 1.73 -3.60 -0.10
H -0.03 -0.86 -6.06
H -4.68 -6.69 3.48
H 0.87 -2.63 1.12
H 1.90 2.01 -0.37
H 5.37 1.06 2.57
H 5.01 2.12 1.19
H -1.95 3.27 -7.57
H 0.91 2.54 -6.54
H -1.22 -0.28 -7.76
H 1.62 1.69 -2.10
H 0.95 0.94 -7.28
H -1.18 -0.31 6.40
H 0.45 -0.60 5.79
H -3.39 -6.33 4.66
H -1.96 -2.05 5.95
H 4.37 -2.12 1.98
H 5.09 -1.23 -0.34
H -1.28 3.65 -6.00
H 5.78 0.40 -0.49
H 3.17 -1.67 -1.78
H -3.10 -4.11 5.51
H 1.04 -2.01 -0.51
H 0.30 -1.99 -3.91
H -2.79 2.74 -6.12
```

Computed properties:
Max |F| = 1.56 eV Å⁻¹
Spin multiplicity = 3
Calculated total energy = -5223.0031 Eh

(9)
Formula: C25H54AlCl2O
Source: the Open Molecules 2025 dataset
Level of theory: wB97M-V/def2-TZVPD

Geometry as XYZ:
```
83
C25H54AlCl2O, DFT wB97M-V/def2-TZVPD
Cl 2.14 5.15 -1.83
Cl -0.73 5.64 -3.17
Al 0.94 3.52 0.71
O -0.64 2.70 1.34
C -2.32 -3.51 -0.82
C -2.18 0.49 3.78
C 6.47 2.36 -0.71
C 5.70 4.19 -2.63
C 2.32 -0.27 -1.04
C -2.38 -4.91 -0.23
C -4.14 1.35 2.40
C 0.17 -5.24 -0.11
C 0.60 4.77 -0.87
C 0.08 -7.66 -0.90
C -3.33 0.13 2.84
C -6.97 0.71 3.55
C -0.54 4.31 -1.87
C 5.78 2.67 -2.12
C 1.61 0.74 -0.04
C -0.23 2.96 -2.65
C -1.16 -5.25 0.64
C 4.56 0.36 -2.17
C 2.39 2.11 0.22
C 1.14 -1.26 -1.58
C -4.84 2.11 3.53
C 0.25 -6.20 -1.30
C -5.81 1.27 4.36
C 2.96 0.40 -2.34
C 5.25 1.60 -2.86
H 6.15 4.88 -1.84
H -1.10 -4.52 1.46
H -1.00 2.88 -3.49
H 0.86 -7.96 -0.19
H -2.50 -5.64 -1.03
H 5.68 2.35 0.11
H -1.49 1.19 3.29
H 2.56 1.44 -2.47
H -4.88 1.04 1.65
H -1.32 -6.22 1.10
H -4.09 2.55 4.19
H -6.21 1.89 5.17
H -3.28 -4.99 0.39
H 0.40 -4.23 -0.46
H 6.97 1.34 -0.83
H 1.51 4.36 1.96
H -1.56 4.22 -1.37
H -5.38 2.95 3.09
H -5.28 0.44 4.85
H 3.16 2.05 1.05
H 2.74 -0.22 -3.27
H -0.50 -5.94 -2.05
H -0.89 -7.85 -0.45
H -7.64 0.14 4.19
H -2.26 -2.75 -0.04
H 3.07 -0.96 -0.52
H -3.98 -0.60 3.32
H 0.52 0.93 -0.32
H 0.16 -8.30 -1.78
H -0.44 2.10 -1.93
H 4.75 0.38 -1.05
H 0.26 5.78 -0.45
H 1.54 -2.30 -1.81
H 4.96 -0.63 -2.55
H 2.91 2.54 -0.69
H -2.54 0.95 4.70
H -7.55 1.53 3.10
H 0.79 2.92 -3.12
H -2.92 -0.36 1.96
H 7.24 3.16 -0.44
H -1.06 2.20 0.62
H 6.25 4.30 -3.62
H 1.22 -6.08 -1.79
H -3.47 2.05 1.88
H -3.22 -3.31 -1.42
H 0.27 -1.25 -0.86
H -1.62 -0.41 4.05
H -6.62 0.05 2.75
H 1.56 0.21 0.97
H 4.60 4.43 -2.77
H 0.97 -5.50 0.60
H -1.46 -3.38 -1.48
H 0.77 -0.76 -2.53
H 5.30 1.65 -3.99
```

Computed properties:
Max |F| = 2.32 eV Å⁻¹
Calculated total energy = -2223.0201 Eh
Total charge = -1

(10)
Formula: C4H8Cl4
Source: the Open Molecules 2025 dataset
Level of theory: wB97M-V/def2-TZVPD

Geometry as XYZ:
```
16
C4H8Cl4, DFT wB97M-V/def2-TZVPD
Cl -1.62 1.08 2.64
Cl 0.87 1.23 -4.93
Cl -0.66 -3.08 2.54
Cl 0.89 0.36 -0.72
C 0.46 1.39 -3.19
C -0.49 -1.30 2.32
C -1.40 -0.53 3.29
C 1.45 0.57 -2.40
H 1.59 -0.41 -2.86
H -0.54 1.02 -2.99
H 0.53 -1.09 2.63
H 0.47 2.45 -2.96
H -2.35 -1.06 3.37
H -0.70 -1.12 1.28
H 2.47 0.95 -2.30
H -0.99 -0.50 4.29
```

Computed properties:
Max |F| = 1.53 eV Å⁻¹
ΔE to the lowest compared entry with this formula, charge and spin = 0.2530 eV
Calculated total energy = -1997.9771 Eh

(11)
Formula: C12H7N2O4SbSe5W
Source: the Open Molecules 2025 dataset
Level of theory: wB97M-V/def2-TZVPD

Geometry as XYZ:
```
32
C12H7N2O4SbSe5W, DFT wB97M-V/def2-TZVPD
W 0.06 -0.50 -0.44
Sb 2.13 -2.06 -1.79
Se 1.74 0.33 -2.32
Se 2.13 -1.20 0.72
Se -0.39 -2.24 -2.21
Se -2.48 -0.07 -0.84
Se 3.65 -3.81 -2.18
O -0.64 -2.18 0.56
O 0.17 1.51 -0.33
O -1.42 -3.15 2.43
O 0.26 3.40 0.88
N -0.50 0.09 1.58
N -3.58 3.81 1.57
C -2.88 1.51 0.16
C -2.63 2.77 -0.37
C -0.52 1.76 3.25
C -0.93 0.80 4.17
C -1.01 -2.20 1.82
C -2.99 3.88 0.37
C -3.50 1.42 1.40
C -0.33 1.35 1.94
C 0.07 2.22 0.78
C -0.89 -0.84 2.45
C -3.83 2.60 2.06
C -1.13 -0.51 3.76
H -0.37 2.80 3.50
H -3.74 0.46 1.84
H -1.09 1.08 5.20
H -2.79 4.88 0.00
H -4.31 2.56 3.03
H -1.45 -1.30 4.44
H -2.14 2.88 -1.33
```

Computed properties:
Max |F| = 0.93 eV Å⁻¹
ΔE to the lowest compared entry with this formula, charge and spin = 0.1332 eV
Calculated total energy = -13186.5705 Eh

Among the records above, which one has the highest max |F|?
C6H40NO18S

Which formula does entry 4 have?
C5H10N4O3

Look up the calculated total energy of the tenth one.
-1997.9771 Eh